17
Properties=species:S:1:pos:R:3:lowdin_charge:R:1 method="wB97M-V/def2-TZVPD" orbital_gap_ev=8.484 charge=0 multiplicity=1 e_tot_ha=-550.9047 e_homo_ev=-9.80
C 0.058 -1.092 -1.874 -0.40
C 0.900 -1.639 -2.918 -0.02
C 1.587 -2.103 -3.794 0.18
C -1.396 -1.370 -2.052 -0.11
C 0.038 1.476 1.391 -0.41
C -0.006 -0.003 1.408 -0.08
C 0.004 -1.201 1.359 0.12
C -0.765 2.038 2.491 -0.07
C -1.435 2.506 3.371 0.14
H 2.239 -2.489 -4.551 0.05
H 1.898 1.498 0.857 0.10
H -0.414 1.821 0.438 0.15
H 0.000 -2.267 1.327 0.05
H -2.025 2.915 4.154 0.03
N -2.498 -1.600 -2.174 0.19
O 0.455 -0.456 -0.945 0.09
O 1.361 1.964 1.513 -0.01